{"formula": "C40H67N2O23P3S2", "method": "the ωB97M-V functional and the def2-TZVPD basis", "total_energy_ha": -5224.5207, "multiplicity": 1, "largest_force_ha_per_bohr": 0.1594, "homo_lumo_gap_ev": 5.84, "elements": ["C", "C", "C", "C", "C", "C", "P", "P", "O", "O", "O", "N", "P", "N", "O", "C", "C", "S", "O", "O", "S", "C", "C", "C", "O", "C", "O", "O", "H", "H", "H", "H", "H", "H", "H", "H", "H", "H", "H", "H", "H", "H", "H", "H", "H", "H", "H", "H", "H", "H", "H", "H", "H", "O", "C", "O", "C", "C", "C", "H", "H", "H", "H", "H", "H", "O", "C", "O", "C", "C", "C", "H", "H", "H", "H", "H", "H", "O", "C", "O", "C", "C", "C", "H", "H", "H", "H", "H", "H", "O", "C", "O", "C", "C", "C", "H", "H", "H", "H", "H", "H", "O", "C", "O", "C", "C", "C", "H", "H", "H", "H", "H", "H", "O", "C", "O", "C", "C", "C", "H", "H", "H", "H", "H", "H", "O", "C", "O", "C", "C", "C", "H", "H", "H", "H", "H", "H"], "xyz": [[-4.025, 2.947, -3.380], [-3.156, 2.025, -4.425], [-2.861, 2.996, -5.754], [-3.990, 0.721, -4.961], [-4.185, -0.490, -3.887], [-2.815, -1.360, -3.553], [-2.069, -0.392, -2.080], [-1.370, -1.694, -0.463], [-0.211, -0.953, 0.347], [-0.996, -3.323, -0.932], [-2.724, -1.816, 0.680], [-3.487, -2.725, -3.298], [-4.170, -3.441, -1.819], [-5.970, -3.689, -2.073], [-3.483, -5.033, -1.487], [-3.598, -3.542, -4.394], [-4.181, -5.051, -4.628], [-4.621, -5.299, -6.469], [-3.401, -5.765, -7.311], [-5.767, -6.374, -6.591], [-2.988, -2.520, -5.892], [-1.732, -1.677, -4.734], [-0.822, -0.520, -5.427], [0.387, 0.096, -4.499], [1.689, -0.029, -5.193], [-0.645, -2.915, -4.569], [0.312, -2.993, -3.640], [-0.652, -4.040, -5.563], [-3.475, 3.988, -3.209], [-4.175, 2.429, -2.322], [-5.091, 3.208, -3.846], [-2.093, 1.772, -3.993], [-3.666, 3.833, -5.898], [-2.650, 2.372, -6.731], [-1.842, 3.557, -5.487], [-5.086, 1.116, -5.224], [-3.570, 0.315, -6.002], [-4.661, 0.000, -2.908], [-5.063, -1.176, -4.316], [-3.122, 0.404, -1.429], [0.013, -3.416, -0.799], [-2.842, -2.788, 0.954], [-6.397, -2.887, -1.537], [-6.141, -3.483, -3.094], [-2.799, -5.260, -2.193], [-5.199, -5.254, -4.053], [-3.453, -5.921, -4.310], [-5.139, -4.126, -7.062], [-1.396, 0.392, -5.881], [-0.274, -1.039, -6.353], [0.484, -0.382, -3.434], [0.181, 1.259, -4.337], [2.147, -0.794, -4.712], [-0.684, 1.926, -2.263], [-0.466, 3.126, -2.225], [-0.698, 3.984, -3.261], [-0.227, 5.283, -2.907], [-0.192, 5.297, -1.401], [0.132, 3.863, -1.065], [0.765, 5.428, -3.347], [-0.906, 6.043, -3.306], [0.524, 6.015, -0.993], [-1.185, 5.550, -1.009], [1.211, 3.684, -1.046], [-0.329, 3.558, -0.123], [2.482, -3.974, 0.402], [1.869, -4.572, 1.271], [0.535, -4.854, 1.216], [0.134, -5.462, 2.443], [1.396, -6.031, 3.036], [2.449, -5.061, 2.564], [-0.317, -4.695, 3.082], [-0.610, -6.239, 2.244], [1.353, -6.134, 4.124], [1.592, -7.022, 2.610], [2.560, -4.215, 3.248], [3.409, -5.557, 2.403], [1.069, 4.468, 1.503], [0.456, 3.870, 2.372], [-0.878, 3.588, 2.317], [-1.279, 2.980, 3.544], [-0.017, 2.411, 4.137], [1.036, 3.381, 3.664], [-1.730, 3.746, 4.183], [-2.023, 2.202, 3.344], [-0.061, 2.308, 5.224], [0.179, 1.419, 3.711], [1.147, 4.226, 4.349], [1.996, 2.884, 3.503], [-0.842, 4.843, 5.998], [-0.624, 6.043, 6.037], [-0.855, 6.901, 5.000], [-0.385, 8.201, 5.355], [-0.350, 8.214, 6.860], [-0.026, 6.780, 7.196], [0.607, 8.345, 4.914], [-1.064, 8.960, 4.955], [0.366, 8.932, 7.268], [-1.343, 8.467, 7.252], [1.053, 6.601, 7.216], [-0.487, 6.475, 8.138], [2.155, 8.097, 6.666], [3.352, 7.929, 6.500], [4.318, 8.788, 6.941], [5.590, 8.338, 6.478], [5.414, 6.870, 6.192], [3.974, 6.790, 5.750], [5.857, 8.907, 5.581], [6.347, 8.515, 7.249], [6.120, 6.487, 5.451], [5.547, 6.293, 7.116], [3.867, 6.968, 4.677], [3.520, 5.838, 6.033], [2.001, -9.152, 2.704], [1.696, -9.568, 1.598], [1.188, -8.792, 0.597], [0.846, -9.623, -0.512], [1.673, -10.870, -0.344], [1.779, -10.997, 1.155], [-0.229, -9.829, -0.476], [1.076, -9.103, -1.447], [1.233, -11.747, -0.828], [2.671, -10.714, -0.771], [0.936, -11.551, 1.576], [2.728, -11.449, 1.453], [5.058, 0.892, 1.732], [5.231, -0.092, 1.032], [6.154, -1.066, 1.287], [6.157, -2.002, 0.211], [4.812, -1.850, -0.452], [4.506, -0.389, -0.245], [6.983, -1.756, -0.464], [6.307, -3.013, 0.602], [4.814, -2.153, -1.502], [4.068, -2.460, 0.075], [4.921, 0.231, -1.044], [3.432, -0.215, -0.138]], "mulliken_charge": [-1.095, 1.955, -1.201, -0.796, -0.957, -0.177, 0.426, 0.828, -0.453, -0.180, -0.542, 0.277, 0.324, -0.716, -0.476, 0.167, -0.415, 0.795, -0.499, -0.616, -0.205, 0.313, -0.107, 0.389, -0.683, -0.030, -0.509, -0.714, 0.241, 0.202, 0.335, -0.953, 0.366, 0.289, 0.207, 0.432, 0.186, 0.346, 0.223, 0.013, 0.165, 0.313, 0.365, 0.293, 0.330, 0.326, 0.450, 0.215, -0.013, 0.539, 0.249, -0.422, 0.402, -0.515, 0.074, -0.232, -0.509, -0.703, 0.216, 0.268, 0.368, 0.329, 0.274, 0.376, -0.144, -0.650, 0.421, -0.236, -0.593, 0.061, -0.538, 0.320, 0.360, 0.457, -0.270, 0.318, 0.313, -0.679, 0.612, -0.438, -0.348, -0.560, 0.058, 0.214, 0.350, 0.320, 0.308, -0.165, 0.362, -0.598, 0.533, -0.359, -0.283, -0.573, -0.197, 0.161, 0.315, 0.361, 0.330, -0.036, 0.369, -0.394, 0.248, -0.389, -0.462, -0.586, -0.154, 0.263, 0.332, 0.345, 0.276, 0.258, 0.228, -0.626, 0.551, -0.285, -0.465, -0.483, -0.516, 0.267, 0.324, 0.319, 0.272, 0.277, 0.303, -0.617, 0.547, -0.376, -0.520, 0.121, -0.382, 0.260, 0.332, 0.446, -0.217, 0.262, 0.216]}